Formula: C21H13BrCl2N3OV
Source: OMol25
Level of theory: the ωB97M-V functional and the def2-TZVPD basis

**HOMO energy (spin up / spin down)**: -10.367 / -10.760 eV
**HOMO-LUMO gap (spin up / spin down)**: 6.0 / 6.4 eV

Structure (ORCA input):
```
! RIJCOSX wB97M-V def2-TZVPD def2/J DEFGRID3
* xyz 1 4
V -0.017 0.033 -0.003
Br 5.490 0.001 -4.852
C 4.433 -0.013 -3.304
C 5.041 -0.087 -2.059
C 4.263 -0.098 -0.913
C 2.882 -0.037 -1.011
C 2.294 0.044 -2.261
C 3.057 0.054 -3.416
N 1.993 -0.047 0.124
C 2.426 -0.041 1.329
C 1.424 -0.043 2.401
C 1.757 -0.011 3.738
C 0.747 0.004 4.685
C -0.569 -0.017 4.258
C -0.833 -0.064 2.904
N 0.138 -0.084 1.975
H 6.119 -0.136 -1.985
H 4.761 -0.162 0.047
H 1.220 0.129 -2.364
H 2.590 0.123 -4.389
H 3.481 -0.017 1.579
H 2.801 0.014 4.027
H 0.984 0.035 5.741
H -1.390 -0.001 4.961
H -1.848 -0.082 2.534
Cl -0.555 4.881 -0.152
C -1.779 3.672 -0.090
C -3.132 4.074 -0.017
C -4.136 3.164 0.027
Cl -5.787 3.693 0.109
C -3.843 1.781 0.001
C -4.801 0.748 0.029
C -4.402 -0.558 -0.011
C -3.035 -0.853 -0.073
N -2.102 0.083 -0.095
C -2.491 1.407 -0.065
C -1.429 2.354 -0.113
O -0.174 1.896 -0.211
H -3.365 5.130 -0.002
H -5.853 1.001 0.078
H -5.120 -1.366 0.003
H -2.700 -1.883 -0.101
*
```